(1)
# C6H14NO

C6H14NO as an isolated structure in a non-equilibrium geometry (wB97M-V/def2-TZVPD, the Open Molecules 2025 dataset).

Geometry as XYZ:
```
22
Properties=species:S:1:pos:R:3
H 0.61 0.50 -1.92
C 1.18 0.58 0.28
C -0.28 -1.12 -0.93
H -1.44 2.93 1.08
H -1.37 1.84 -0.47
H -0.28 3.12 -0.11
C -0.82 2.37 0.34
C -0.02 1.35 1.08
N -0.55 -1.63 -2.28
H -0.96 -1.58 0.93
H -1.13 -0.48 -0.58
H -0.65 0.53 1.51
H 1.02 -2.01 0.34
H 0.36 1.89 1.96
H 2.11 1.12 0.24
O 0.25 -1.68 2.14
C 0.88 -0.15 -1.06
C -0.09 -1.99 0.31
H 1.34 -0.23 1.05
H -0.36 -3.03 -0.03
H -1.57 -1.70 -2.38
H 1.77 -0.62 -1.48
```

Energy relative to the best compared isomer or geometry (same formula, charge and spin) in eV: 7.304
Net charge: -1
Total energy in Ha: -366.73323
Kohn-Sham gap in eV: 5.63

These are the Löwdin partial charges, in e, on atoms 1 to 2: 0.09, -0.18

=====

(2)
# C20H43NO10P

A 4-piece molecular cluster, C20H43NO10P overall in a non-equilibrium geometry (wB97M-V/def2-TZVPD, the Open Molecules 2025 dataset).

Geometry as XYZ:
```
75
Properties=species:S:1:pos:R:3
H -3.48 1.69 3.41
H 6.04 1.77 -2.84
H -3.26 1.80 -0.23
O -5.36 6.31 2.17
H -1.41 1.41 6.07
C -0.11 -0.02 0.33
C 6.97 1.36 -2.45
H -1.20 1.21 -1.26
H 3.26 -2.47 -2.79
H -4.44 -0.91 3.09
H 5.20 -1.60 1.01
C -3.63 7.10 0.29
O 3.97 -3.74 -4.28
H -2.69 -1.42 2.60
C 4.13 -2.60 -3.44
C -1.31 0.86 3.86
H -1.55 -4.65 1.49
H 1.12 -1.57 1.37
H 5.01 -2.77 -2.82
H -4.56 7.52 -0.09
H -4.81 0.52 1.15
C -1.49 0.37 -0.46
H -1.61 2.97 4.92
O 0.85 -4.43 1.83
H -0.74 -0.12 4.16
H 0.82 -4.83 -6.27
H -3.37 0.40 4.78
H -0.53 -1.36 2.34
H 1.74 -0.44 -0.39
C 5.90 -0.27 -1.16
C 1.78 -4.86 -6.79
C -2.93 0.68 3.71
H -2.87 7.18 -0.49
C 0.50 -1.97 -1.07
C -3.73 0.03 1.14
N 0.78 -0.47 -0.84
C -0.05 -1.36 1.27
C -0.49 -2.50 0.17
H -0.77 1.32 2.92
H 1.49 -2.60 -1.03
H 7.73 1.44 -3.24
O 6.82 -0.02 -2.13
H 0.05 -1.95 -2.16
H 1.85 -5.82 -7.32
C -5.67 3.72 2.79
O 5.86 -1.61 -0.96
H 0.70 0.16 -1.68
O 5.24 0.57 -0.58
C -4.70 5.47 1.59
O 2.86 -4.80 -5.86
H -5.62 2.63 2.87
C 2.90 -3.66 -5.12
H -1.99 -0.49 -1.07
H 7.32 1.92 -1.58
H -2.13 1.79 1.28
O 2.11 -2.73 -5.20
O -3.78 5.72 0.62
H -1.60 -2.48 -0.26
C -2.65 1.08 0.51
C -1.04 1.96 5.09
O -4.74 4.13 1.79
H 0.12 2.24 5.16
H -3.28 7.67 1.17
H -0.24 -5.27 -0.32
H -6.69 4.00 2.51
C 4.93 -2.02 0.04
P -0.33 -4.31 0.75
H 0.35 0.97 0.78
H -5.40 4.15 3.76
C -3.41 -0.49 2.66
H -3.84 -0.91 0.41
H 3.91 -1.74 -0.24
H 4.98 -3.11 0.12
H 1.86 -4.05 -7.52
H 4.30 -1.70 -4.04
```

Energy relative to the best compared isomer or geometry (same formula, charge and spin) in eV: 0.898
Net charge: +1
Total energy in Ha: -1935.94400
Kohn-Sham gap in eV: 9.86

These are the Löwdin partial charges, in e, on atoms 1 to 2: 0.11, 0.10

=====

(3)
# C3H4IN

One molecule with the formula C3H4IN in a non-equilibrium geometry (wB97M-V/def2-TZVPD, the Open Molecules 2025 dataset).

Geometry as XYZ:
```
9
Properties=species:S:1:pos:R:3
C -1.55 -0.67 -0.17
H -2.55 -0.46 -0.61
H 1.19 1.05 -0.93
H -1.01 -1.49 -0.56
I 3.54 0.04 0.23
C 1.53 0.41 -0.12
N 0.62 -0.12 0.60
C -0.74 0.15 0.49
H -1.02 1.09 1.06
```

Energy relative to the best compared isomer or geometry (same formula, charge and spin) in eV: 0.956
Total energy in Ha: -469.08912
Kohn-Sham gap in eV: 9.39
SMILES: C=C/N=C/I

These are the Löwdin partial charges, in e, on atoms 1 to 2: -0.01, 0.07

=====

(4)
# C21H45O2P3Pt

C21H45O2P3Pt as an isolated structure in a non-equilibrium geometry (wB97M-V/def2-TZVPD, the Open Molecules 2025 dataset).

Geometry as XYZ:
```
72
Properties=species:S:1:pos:R:3
C -0.87 -3.52 -1.67
C 2.48 -0.82 1.83
H 4.23 1.60 0.76
H 0.54 0.66 -1.75
H -3.26 0.57 4.35
H 2.61 -3.33 0.03
H 0.57 -0.41 4.27
O -0.09 1.76 -2.11
P 2.39 0.07 0.23
H 2.81 2.52 0.21
H -3.67 1.51 0.23
H 2.86 1.84 1.87
H 1.02 -3.52 0.81
Pt 0.38 -0.59 -0.67
C 3.12 1.67 0.81
C 0.19 3.65 0.98
H 4.72 -0.08 -0.33
H -0.27 1.72 -7.40
H -2.46 -2.23 0.29
H 1.26 -1.85 -3.67
H -1.41 0.93 6.64
H -1.90 3.01 -6.04
C -0.92 -1.01 5.73
H -2.04 1.86 4.60
H 1.51 -1.24 2.12
H -1.28 -3.85 -0.71
H -2.80 -0.17 6.51
P -1.88 0.02 -0.38
H -0.07 -1.00 6.41
H 3.89 -1.64 -0.66
H 1.11 3.50 0.40
C 1.58 -3.65 -0.12
H 2.69 -2.31 -2.79
P 0.73 -2.70 -1.43
H -0.49 -1.71 3.69
O -1.32 0.16 3.64
C -0.96 2.56 -4.17
H -0.69 3.94 0.39
H 3.69 -0.24 -1.79
C -2.76 -0.04 -1.97
C 1.67 -2.58 -2.99
H -3.76 0.38 -1.80
C -0.16 1.76 -6.31
H 1.01 3.66 2.90
H -1.68 3.12 -3.57
C -2.20 0.76 4.63
C -2.57 -1.23 0.72
H -3.63 -1.00 0.86
H -1.55 -2.81 -2.14
C -2.59 1.49 0.44
H -2.83 -1.08 -2.31
C 0.88 1.08 -5.64
C -1.89 0.16 6.02
C 0.08 3.45 2.27
C -0.46 -0.79 4.28
H -2.12 2.43 0.11
H 3.24 -1.61 1.75
H 1.58 -4.73 -0.30
H -2.07 -1.17 1.69
H 1.70 -3.51 -3.55
H 2.81 -0.12 2.61
C 1.00 1.11 -4.24
H 1.54 0.44 -6.23
C 0.04 1.83 -3.46
H -0.87 3.26 2.82
H -2.45 1.38 1.53
H -0.83 -4.40 -2.31
H -2.22 0.57 -2.70
H 1.76 0.52 -3.73
C 3.81 -0.55 -0.74
H -1.44 -1.97 5.82
C -1.06 2.52 -5.56
```

Energy relative to the best compared isomer or geometry (same formula, charge and spin) in eV: 0.907
Multiplicity: 5
Net charge: +4
Total energy in Ha: -2119.29676
Kohn-Sham gap (spin up / spin down) in eV: 7.67 / 3.91

These are the Löwdin partial charges, in e, on atoms 1 to 2: -0.21, -0.23

=====

(5)
# C9H14O

A 2-piece molecular cluster, C9H14O overall in a non-equilibrium geometry (wB97M-V/def2-TZVPD, the Open Molecules 2025 dataset).

Geometry as XYZ:
```
24
Properties=species:S:1:pos:R:3
H -1.64 -2.48 2.63
H -3.03 -2.78 1.48
H -2.02 1.81 -2.00
H -0.24 -0.77 -2.48
C -0.57 0.67 -0.96
C 1.55 -0.57 -1.26
H -0.42 2.34 0.50
H -2.34 -0.02 -2.03
H 2.23 -1.29 -1.69
C -2.21 -0.66 1.67
C 1.35 1.14 0.48
H -2.32 0.08 2.46
C 2.05 0.13 -0.15
O 3.38 -0.10 0.15
C -0.01 1.41 0.12
H 3.82 0.62 0.61
H -2.72 0.81 -0.67
C -2.55 -2.09 2.17
H 1.95 1.65 1.22
H -3.41 -1.98 2.84
H -2.83 -0.37 0.83
C -1.98 0.85 -1.47
H -1.19 -0.56 1.31
C 0.21 -0.26 -1.63
```

Energy relative to the best compared isomer or geometry (same formula, charge and spin) in eV: 0.675
Multiplicity: 2
Net charge: -1
Total energy in Ha: -426.49954
Kohn-Sham gap (spin up / spin down) in eV: 3.04 / 7.04

These are the Löwdin partial charges, in e, on atoms 1 to 2: 0.05, 0.05

=====

(6)
# C25H16Co2NO6

C25H16Co2NO6 as an isolated structure in a non-equilibrium geometry (wB97M-V/def2-TZVPD, the Open Molecules 2025 dataset).

Geometry as XYZ:
```
50
Properties=species:S:1:pos:R:3
C -3.08 -0.28 -3.21
H -4.30 0.99 -1.95
C 3.85 2.01 -3.30
C 5.45 -0.22 -2.87
C 3.68 -1.87 -1.68
O 1.50 4.49 -1.96
C -2.29 0.83 -1.21
H -1.61 -1.48 -4.27
C 1.83 3.40 -2.09
O 3.63 -2.89 -1.15
C -1.42 -0.58 3.75
C -1.55 1.55 2.50
C -1.16 -1.97 3.73
C -0.45 -1.74 1.44
Co 2.31 1.70 -2.35
C -1.85 0.13 4.90
C -0.99 0.31 -1.42
H 3.30 0.59 -0.11
C 2.71 0.52 -1.04
C 0.12 0.69 -0.57
H -0.45 -3.30 5.28
C -2.00 2.20 3.64
H -1.81 -2.30 5.78
O 6.56 -0.14 -3.14
H -2.48 2.01 5.75
C 1.25 1.43 -3.75
H -1.44 2.09 1.56
O 4.65 2.58 -3.92
C 2.90 -0.90 -3.94
H -0.07 -2.19 0.52
H -1.96 -0.40 5.84
C -0.68 -2.54 2.57
H -2.08 -3.67 4.70
Co 3.72 -0.32 -2.50
C -1.80 -0.83 -3.42
H -0.45 -3.61 2.51
C 1.37 0.78 -1.09
O 0.59 1.35 -4.70
C -2.14 1.49 4.85
C -1.39 -2.84 4.94
H 0.23 -0.95 -2.68
H -3.88 -0.51 -3.91
N -0.68 -0.43 1.42
C -1.21 0.17 2.53
H -2.44 1.49 -0.35
H -2.24 3.26 3.59
H -0.08 1.25 0.35
C -0.77 -0.53 -2.53
O 2.40 -1.35 -4.89
C -3.31 0.55 -2.11
```

Energy relative to the best compared isomer or geometry (same formula, charge and spin) in eV: 0.405
Net charge: -1
Total energy in Ha: -4233.91343
Kohn-Sham gap in eV: 4.75

These are the Löwdin partial charges, in e, on atoms 1 to 2: -0.13, 0.09

=====

(7)
# C4H13N2O

A 2-piece molecular cluster, C4H13N2O overall in a non-equilibrium geometry (wB97M-V/def2-TZVPD, the Open Molecules 2025 dataset).

Geometry as XYZ:
```
20
Properties=species:S:1:pos:R:3
C -1.09 -1.35 -1.85
H -1.59 -1.39 -2.77
H -2.37 0.51 2.82
N 0.49 1.50 1.37
H 2.33 -0.19 0.69
H 2.82 -0.36 -0.86
H -0.29 0.33 -2.42
H -1.95 1.13 4.10
H 1.10 2.31 1.12
H -0.70 -2.37 -1.35
H -1.03 0.82 0.11
H -0.38 1.55 2.00
N 2.07 -0.55 -0.20
H 0.87 -0.96 -2.56
C 0.81 -0.02 -0.61
H 2.09 -1.56 -0.04
C 0.18 -0.47 -1.89
H -1.72 -0.84 -1.10
C 0.08 0.88 0.23
O -1.72 1.04 3.23
```

Energy relative to the best compared isomer or geometry (same formula, charge and spin) in eV: 3.407
Multiplicity: 2
Total energy in Ha: -344.75581
Kohn-Sham gap (spin up / spin down) in eV: 3.68 / 8.49

These are the Löwdin partial charges, in e, on atoms 1 to 2: -0.11, 0.05

=====

(8)
# C25H24F5N3O4PS3W

C25H24F5N3O4PS3W as an isolated structure in a non-equilibrium geometry (wB97M-V/def2-TZVPD, the Open Molecules 2025 dataset).

Geometry as XYZ:
```
66
Properties=species:S:1:pos:R:3
H -3.52 -3.56 0.46
F 5.85 3.86 0.10
C 3.38 0.57 0.33
C -0.69 -4.86 -3.12
P -1.14 -2.06 -1.38
S 2.34 -0.86 0.41
H -5.09 -3.87 -0.28
O -2.46 -2.63 -1.98
H -0.99 -1.60 6.30
O -0.01 -2.65 -2.25
C -0.08 2.73 0.02
C 0.59 6.19 -2.32
H 2.29 5.12 -3.11
H 0.84 -2.77 5.06
H -2.17 0.29 5.17
C -0.73 -1.30 5.29
C 5.06 2.80 0.18
C 0.42 -4.05 -2.51
C 1.00 -4.65 -1.25
H -2.12 2.02 3.14
H 1.21 -3.89 -3.24
F 6.01 1.90 -1.77
C -1.38 -0.26 4.67
H 0.22 -4.88 -0.52
H -4.42 -2.78 -2.36
N -0.03 -0.56 2.70
N -1.09 2.62 0.86
H -0.28 -5.81 -3.47
H -1.13 -4.34 -3.97
H 1.73 -3.99 -0.79
C 4.14 2.69 1.21
F 2.45 1.50 2.30
H -4.05 -0.45 -1.60
H -1.47 -5.08 -2.39
C -0.74 5.05 -0.67
H 1.85 3.11 -1.73
O 0.77 1.74 -0.10
F 4.06 3.64 2.13
C 0.12 3.93 -0.78
H -1.15 7.02 -1.36
C 4.30 0.70 -0.69
N -1.00 1.41 1.49
C 3.32 1.58 1.28
H -1.87 4.26 0.64
H 0.78 7.08 -2.91
W 0.16 -0.06 0.59
O -1.80 5.10 0.14
S -0.95 -0.04 -1.54
H 1.38 -2.07 2.75
H -5.25 -1.26 -0.59
C -0.48 6.17 -1.45
C -3.84 -2.60 -1.45
C -4.03 -3.75 -0.49
C -1.01 0.11 3.38
H -3.66 -4.68 -0.92
C 1.45 5.09 -2.43
S -0.90 -2.32 0.62
C 5.14 1.80 -0.78
H 1.50 -5.59 -1.51
C 1.21 3.98 -1.66
C 0.29 -1.96 4.61
H -3.61 -1.03 0.02
C -4.20 -1.25 -0.87
C 0.60 -1.57 3.32
F 4.39 -0.24 -1.63
C -1.51 1.25 2.69
```

Energy relative to the best compared isomer or geometry (same formula, charge and spin) in eV: 0.729
Net charge: +1
Total energy in Ha: -3534.54758
Kohn-Sham gap (spin up / spin down) in eV: 5.33 / 5.33

These are the Löwdin partial charges, in e, on atoms 1 to 2: 0.05, 0.16